Formula: C35H28Cl2N9O5S2V
Source: the OMol25 dataset
Level of theory: ωB97M-V/def2-TZVPD

Results
* highest occupied orbital energy (alpha / beta): -7.83 / -7.94 eV
* energy above the lowest of the compared OMol25 structures with the same formula, charge and spin: 1.750 eV
* LUMO level (alpha / beta): -0.309 / -0.102 eV

```
! RIJCOSX wB97M-V def2-TZVPD def2/J DEFGRID3
* xyz 0 3
V -0.031 0.093 -1.127
C 1.268 2.637 -7.492
C 0.834 2.638 -6.056
C 0.166 1.527 -5.544
C -0.251 1.497 -4.229
C 0.043 2.563 -3.392
C 0.711 3.672 -3.879
C 1.090 3.711 -5.212
S -0.472 2.513 -1.680
O -1.606 1.581 -1.599
O -0.739 3.874 -1.304
N 0.612 1.771 -0.740
C 1.978 2.055 -1.038
C 2.333 1.086 -2.232
O 3.352 1.234 -2.867
O 1.401 0.220 -2.415
H 0.494 2.195 -8.118
H 2.166 2.026 -7.598
H 1.493 3.641 -7.844
H -0.030 0.677 -6.184
H -0.816 0.659 -3.856
H 0.908 4.504 -3.217
H 1.609 4.580 -5.593
H 2.627 1.792 -0.202
H 2.147 3.095 -1.326
Cl -1.020 -1.525 -2.520
C -0.529 -3.091 -1.977
C -1.056 -4.205 -2.602
C -0.697 -5.464 -2.160
C 0.157 -5.591 -1.075
C 0.685 -4.465 -0.468
Cl 1.725 -4.650 0.891
C 0.388 -3.167 -0.921
S 1.152 -1.756 -0.240
H -1.745 -4.073 -3.424
H -1.099 -6.340 -2.647
H 0.419 -6.568 -0.695
C -2.330 5.653 3.497
N -1.623 4.403 3.599
C -1.930 3.208 3.074
N -1.063 2.302 3.473
C -0.209 3.015 4.245
N -0.517 4.284 4.348
C -3.745 5.494 3.980
C -4.730 6.456 3.769
C -6.023 6.251 4.242
C -6.365 5.074 4.899
C -5.381 4.110 5.078
C -4.089 4.347 4.646
C -5.598 2.795 5.642
N -6.478 2.334 6.467
N -6.173 1.022 6.671
C -5.140 0.745 5.934
O -4.721 1.828 5.258
C -4.453 -0.526 5.761
C -4.559 -1.492 6.752
C -3.897 -2.690 6.605
C -3.173 -2.952 5.462
C -3.080 -2.017 4.433
C -2.320 -2.495 3.197
N -2.190 -1.657 2.016
C -1.150 -0.943 1.560
N -1.435 -0.500 0.334
C -2.697 -0.945 0.111
N -3.176 -1.653 1.095
C -3.695 -0.777 4.593
H -2.316 6.013 2.466
H -1.788 6.371 4.116
H -2.767 3.040 2.420
H 0.638 2.575 4.741
H -4.483 7.368 3.240
H -6.775 7.010 4.077
H -7.372 4.887 5.244
H -3.349 3.587 4.843
H -5.149 -1.280 7.631
H -3.955 -3.436 7.384
H -2.679 -3.909 5.346
H -2.845 -3.384 2.843
H -1.312 -2.785 3.499
H -0.227 -0.776 2.084
H -3.243 -0.753 -0.795
H -3.624 -0.016 3.828
*
```

These are the Löwdin partial charges, in e, on atoms 1 to 4: number 1, V, carries 0.495; number 2, C, carries -0.042; number 3, C, carries -0.254; number 4, C, carries -0.010